A structure of composition C41H31FeN2O4P2S2. Source: the OMol25 dataset; level of theory: ωB97M-V with the def2-TZVPD basis set.

The geometry in XYZ format:
```
83
C41H31FeN2O4P2S2 ωB97M-V with the def2-TZVPD basis set
Fe -0.46 -0.07 0.44
O 0.48 2.51 1.15
C -0.43 1.57 1.48
C -1.44 1.96 2.38
C -1.35 3.03 3.31
C -2.40 3.27 4.16
C -3.56 2.49 4.12
C -3.66 1.43 3.22
C -2.61 1.18 2.35
P -2.63 -0.04 0.93
C -3.70 -1.27 1.76
C -3.14 -1.83 2.91
C -3.78 -2.87 3.57
C -4.99 -3.34 3.10
C -5.56 -2.77 1.97
C -4.92 -1.74 1.30
C -3.52 0.95 -0.31
C -4.33 0.35 -1.27
C -5.03 1.13 -2.18
C -4.91 2.51 -2.16
C -4.07 3.11 -1.23
C -3.38 2.34 -0.31
H -0.45 3.62 3.34
H -2.33 4.08 4.88
H -4.39 2.72 4.79
H -4.56 0.83 3.18
H -2.20 -1.44 3.28
H -3.34 -3.30 4.46
H -5.50 -4.15 3.61
H -6.51 -3.14 1.60
H -5.38 -1.31 0.42
H -4.39 -0.72 -1.33
H -5.66 0.66 -2.92
H -5.46 3.12 -2.86
H -3.94 4.19 -1.22
H -2.71 2.81 0.39
O -0.91 -0.64 -2.57
C 0.35 -0.58 -2.57
O 0.92 0.11 -1.42
C 1.36 -1.18 -3.33
C 1.21 -1.90 -4.53
C 2.34 -2.40 -5.15
C 3.61 -2.19 -4.60
C 3.76 -1.50 -3.40
C 2.64 -0.98 -2.77
P 2.49 -0.17 -1.12
C 2.92 -1.68 -0.19
C 1.88 -2.50 0.22
C 2.15 -3.69 0.88
C 3.46 -4.05 1.13
C 4.50 -3.25 0.69
C 4.23 -2.06 0.02
C 3.59 1.24 -1.43
C 4.73 1.52 -0.68
C 5.42 2.70 -0.92
C 4.96 3.60 -1.86
C 3.83 3.31 -2.62
C 3.16 2.11 -2.42
H 0.22 -2.04 -4.95
H 2.24 -2.95 -6.07
H 4.48 -2.59 -5.11
H 4.74 -1.37 -2.96
H 0.85 -2.22 0.04
H 1.34 -4.32 1.21
H 3.68 -4.97 1.67
H 5.53 -3.53 0.88
H 5.05 -1.43 -0.32
H 5.05 0.85 0.10
H 6.30 2.93 -0.33
H 5.47 4.54 -2.01
H 3.48 4.01 -3.36
H 2.29 1.87 -3.01
O -3.10 -2.37 -2.02
S -1.80 -2.18 -1.40
N -1.86 -1.39 -0.06
S 2.93 2.71 2.09
C 2.93 1.09 2.77
C 2.41 0.20 1.93
N 1.97 0.67 0.67
C 1.79 2.09 0.77
H 3.30 0.93 3.77
H 2.30 -0.85 2.17
H 2.02 2.62 -0.15
```

Values from the calculation:
HOMO energy (spin up / spin down) in eV: -5.6845 / -7.6173
Multiplicity: 6
Gap between HOMO and LUMO (spin up / spin down) in eV: 5.83 / 7.16
LUMO (spin up / spin down) in eV: 0.2 / -0.5
Net charge: 0
<S²>: 8.9267
F_max in eV/A: 1.60

Atom charges from the Mulliken analysis, given in e for atoms 1 to 5:
1 Fe -0.13
2 O -0.33
3 C 0.45
4 C -0.19
5 C -0.79



A structure of composition C41H32BrF4N9O2Tc. Source: the OMol25 dataset; level of theory: ωB97M-V with the def2-TZVPD basis set.

The geometry in XYZ format:
```
90
C41H32BrF4N9O2Tc ωB97M-V with the def2-TZVPD basis set
Tc 0.06 0.24 -0.20
C 7.18 -0.03 0.38
C 5.72 0.32 0.34
C 5.24 1.52 0.85
C 3.88 1.87 0.81
C 3.50 3.14 1.36
N 2.29 3.58 1.42
C 1.84 4.85 1.98
C 0.68 5.42 1.16
C -0.58 4.55 1.11
N -1.13 4.38 2.46
C -1.95 3.51 2.96
C -2.58 2.31 2.48
C -3.79 2.06 3.17
C -4.67 1.04 2.84
C -5.97 0.83 3.56
C -4.27 0.21 1.80
C -3.03 0.34 1.15
C -2.78 -0.61 0.10
N -1.68 -0.83 -0.54
C -1.77 -1.76 -1.70
C -0.56 -2.65 -1.89
C 0.71 -1.92 -2.30
N 1.30 -1.06 -1.25
C 2.58 -1.10 -1.10
C 3.42 -0.22 -0.32
C 4.79 -0.52 -0.25
C 2.95 0.98 0.22
O 1.66 1.33 0.16
C -2.16 1.41 1.47
O -0.99 1.54 0.87
H 7.71 0.56 1.13
H 7.65 0.16 -0.59
H 7.32 -1.08 0.62
H 5.94 2.21 1.31
H 4.28 3.78 1.75
H 1.58 2.95 1.03
H 2.67 5.54 2.00
H 1.54 4.66 3.02
H 1.00 5.59 0.14
H 0.44 6.41 1.57
H -0.41 3.57 0.68
H -1.33 5.05 0.51
H -0.96 5.17 3.08
H -2.28 3.79 3.96
H -4.07 2.72 3.98
H -6.17 1.64 4.26
H -5.96 -0.11 4.12
H -6.79 0.77 2.85
H -4.93 -0.60 1.49
H -3.64 -1.20 -0.19
H -1.93 -1.15 -2.59
H -2.66 -2.37 -1.57
H -0.80 -3.33 -2.70
H -0.39 -3.28 -1.02
H 0.51 -1.28 -3.16
H 1.47 -2.65 -2.61
H 3.12 -1.86 -1.67
H 5.14 -1.45 -0.70
Br 1.40 0.54 5.37
C 1.03 -0.59 3.92
C 1.02 -1.97 4.05
C 0.74 -2.73 2.93
C 0.47 -2.11 1.73
N 0.47 -0.77 1.61
C 0.75 -0.02 2.70
H 1.23 -2.44 5.01
H 0.72 -3.81 2.98
H 0.25 -2.68 0.84
H 0.74 1.05 2.57
F 0.03 2.55 -4.86
C -1.11 2.69 -5.56
C -1.07 3.21 -6.81
F 0.08 3.57 -7.31
C -2.29 3.36 -7.59
C -3.50 2.94 -6.93
C -3.50 2.43 -5.67
F -4.65 2.06 -5.11
C -2.31 2.27 -4.93
C -2.30 1.73 -3.63
C -1.18 1.52 -2.83
N -0.44 1.20 -1.99
C -3.43 1.22 -2.91
N -4.15 0.73 -2.17
F -4.64 3.05 -7.56
C -2.28 3.87 -8.87
C -3.46 4.02 -9.66
N -4.37 4.14 -10.35
C -1.09 4.29 -9.54
N -0.14 4.60 -10.10
```

Values from the calculation:
HOMO energy (spin up / spin down) in eV: -17.8410 / -17.9264
Multiplicity: 4
Gap between HOMO and LUMO (spin up / spin down) in eV: 6.09 / 5.27
LUMO (spin up / spin down) in eV: -11.8 / -12.7
Net charge: +4
<S²>: 3.7859
F_max in eV/A: 0.34

Atom charges from the Mulliken analysis, given in e for atoms 1 to 5:
1 Tc -0.25
2 C -1.60
3 C -0.30
4 C -0.75
5 C 0.27



A structure of composition C41H33BrCsF4N6O6P. Source: the OMol25 dataset; level of theory: ωB97M-V with the def2-TZVPD basis set.

The geometry in XYZ format:
```
93
C41H33BrCsF4N6O6P ωB97M-V with the def2-TZVPD basis set
Cs 0.50 -0.65 -0.18
O 0.21 2.69 -4.77
C 0.10 1.94 -3.66
O 0.40 2.35 -2.57
C -0.40 0.55 -3.95
C -0.60 0.07 -5.24
C -1.03 -1.25 -5.37
C -1.23 -2.02 -4.24
C -1.06 -1.42 -2.99
N -0.64 -0.16 -2.86
C -1.30 -2.18 -1.68
O -0.73 -3.27 -1.55
O -1.97 -1.55 -0.82
H 0.52 3.56 -4.46
H -0.43 0.70 -6.09
H -1.18 -1.67 -6.35
H -1.53 -3.05 -4.28
O 4.41 -6.96 2.47
N 3.42 -6.73 3.11
O 2.92 -7.48 3.93
C 2.78 -5.40 2.93
C 2.19 -4.89 4.01
C 1.59 -3.58 3.95
C 0.95 -3.01 5.06
C 0.38 -1.78 4.94
C 0.44 -1.14 3.69
N 1.04 -1.64 2.64
C 1.62 -2.86 2.75
C 2.29 -3.46 1.58
N 2.32 -2.71 0.45
C 2.84 -3.23 -0.64
C 3.35 -4.54 -0.69
C 3.37 -5.28 0.45
C 2.85 -4.74 1.65
H 2.16 -5.46 4.93
H 0.92 -3.55 6.00
H -0.13 -1.30 5.76
H -0.01 -0.16 3.56
H 2.85 -2.59 -1.52
H 3.73 -4.93 -1.62
H 3.77 -6.28 0.45
F -2.78 6.01 2.95
C -2.69 4.88 2.23
C -3.80 4.40 1.56
F -4.96 5.07 1.64
C -3.69 3.24 0.82
F -4.81 2.83 0.20
C -2.51 2.52 0.71
P -2.32 0.86 -0.13
C -3.59 0.04 0.91
C -3.11 -0.48 2.11
C -3.96 -1.09 3.01
C -5.31 -1.20 2.72
C -5.79 -0.70 1.52
C -4.94 -0.08 0.62
C -3.14 1.28 -1.73
C -2.89 2.51 -2.33
C -3.34 2.78 -3.61
C -4.06 1.82 -4.31
C -4.33 0.60 -3.71
C -3.86 0.33 -2.44
C -1.41 3.04 1.40
Br 0.28 2.18 1.31
C -1.48 4.20 2.15
F -0.43 4.69 2.81
H -2.05 -0.43 2.34
H -3.57 -1.49 3.94
H -5.99 -1.69 3.41
H -6.84 -0.79 1.28
H -5.34 0.32 -0.30
H -2.31 3.26 -1.82
H -3.13 3.74 -4.06
H -4.43 2.03 -5.31
H -4.89 -0.16 -4.24
H -4.05 -0.64 -1.99
C 5.31 2.41 1.09
C 4.40 2.75 -0.08
C 5.18 2.70 -1.40
C 3.79 4.13 0.10
N 3.26 1.82 -0.08
N 3.53 0.45 -0.28
H 6.10 3.15 1.18
H 5.78 1.44 0.97
H 4.74 2.41 2.02
H 5.99 3.44 -1.40
H 4.53 2.91 -2.24
H 5.65 1.73 -1.56
H 4.57 4.90 0.13
H 3.22 4.18 1.02
H 3.12 4.38 -0.72
H 2.59 2.10 -0.80
H 3.84 0.04 0.60
H 4.27 0.28 -0.98
```

Values from the calculation:
HOMO energy in eV: -7.8633
Gap between HOMO and LUMO in eV: 6.94
LUMO in eV: -0.9
Net charge: 0
F_max in eV/A: 1.33

Atom charges from the Mulliken analysis, given in e for atoms 1 to 5:
1 Cs 1.77
2 O -0.51
3 C -0.07
4 O -0.36
5 C 0.18



A structure of composition C41H33N2O2P2S3Ta. Source: the OMol25 dataset; level of theory: ωB97M-V with the def2-TZVPD basis set.

The geometry in XYZ format:
```
84
C41H33N2O2P2S3Ta ωB97M-V with the def2-TZVPD basis set
Ta -0.54 -0.28 -0.97
S 1.20 -0.38 -2.67
P 2.35 0.11 -1.01
C 1.24 -0.49 0.20
P 0.88 0.40 1.67
S -1.01 1.07 1.15
C 2.02 1.69 2.14
C 1.68 3.04 2.10
C 2.61 3.98 2.52
C 3.86 3.58 2.97
C 4.19 2.23 3.01
C 3.28 1.28 2.60
C 0.68 -0.66 3.11
C 1.33 -1.89 3.20
C 1.19 -2.64 4.36
C 0.41 -2.17 5.40
C -0.24 -0.95 5.31
C -0.10 -0.18 4.16
C 3.92 -0.75 -1.10
C 4.77 -0.54 -2.18
C 6.00 -1.18 -2.21
C 6.37 -2.02 -1.17
C 5.52 -2.24 -0.10
C 4.28 -1.61 -0.06
C 2.70 1.88 -1.09
C 3.97 2.36 -0.76
C 4.24 3.71 -0.84
C 3.25 4.60 -1.24
C 1.98 4.13 -1.57
C 1.71 2.77 -1.49
H 0.70 3.33 1.76
H 2.35 5.03 2.50
H 4.57 4.32 3.30
H 5.16 1.93 3.37
H 3.52 0.22 2.65
H 1.94 -2.23 2.38
H 1.70 -3.59 4.44
H 0.30 -2.76 6.30
H -0.86 -0.59 6.12
H -0.59 0.78 4.08
H 4.47 0.12 -2.99
H 6.67 -1.03 -3.05
H 7.34 -2.51 -1.19
H 5.81 -2.90 0.70
H 3.59 -1.76 0.75
H 4.75 1.66 -0.45
H 5.23 4.08 -0.59
H 3.47 5.66 -1.31
H 1.22 4.82 -1.90
H 0.72 2.42 -1.77
C -8.18 2.34 -1.97
C -6.74 1.97 -2.12
C -5.88 1.99 -1.02
C -4.57 1.57 -1.13
C -4.12 1.14 -2.38
C -4.93 1.14 -3.50
C -6.24 1.57 -3.36
S -2.55 0.38 -2.39
O -1.48 1.30 -1.89
O -2.18 -0.29 -3.60
N -2.50 -0.67 -1.15
C -3.03 -1.97 -1.23
C -4.25 -2.33 -1.75
C -4.66 -3.68 -1.70
C -3.86 -4.64 -1.14
C -2.58 -4.30 -0.64
C -1.67 -5.21 -0.07
C -0.44 -4.77 0.35
C -0.09 -3.43 0.17
N -0.91 -2.55 -0.36
C -2.16 -2.96 -0.73
H -8.40 2.73 -0.98
H -8.79 1.45 -2.13
H -8.49 3.07 -2.72
H -6.24 2.33 -0.06
H -3.90 1.56 -0.28
H -4.54 0.81 -4.46
H -6.89 1.58 -4.23
H -4.91 -1.58 -2.17
H -5.62 -3.95 -2.11
H -4.19 -5.67 -1.09
H -1.94 -6.25 0.02
H 0.27 -5.45 0.81
H 0.90 -3.06 0.43
```

Values from the calculation:
HOMO energy in eV: -13.5712
Gap between HOMO and LUMO in eV: 7.24
LUMO in eV: -6.3
Net charge: +2
F_max in eV/A: 5.46

Atom charges from the Mulliken analysis, given in e for atoms 1 to 5:
1 Ta 0.04
2 S -0.55
3 P 1.65
4 C -0.02
5 P 0.68